*P*
Here is a molecular structure, C17H11ClF3N2O4RuS from OMol25. Energies are from wB97M-V/def2-TZVPD.

Summary:
HOMO energy (alpha / beta) in eV: -8.44 / -8.72
Frontier orbital gap (alpha / beta) in eV: 8.3 / 7.5
Expectation value of S²: 0.76
LUMO energy (alpha / beta) in eV: -0.099 / -1.254

Geometry as ORCA input:
```
! wB97M-V def2-TZVPD RIJCOSX def2/J DEFGRID3
* xyz 0 2
Ru 0.19235 -0.40379 0.50765
C 4.51634 -0.77175 0.38902
C 4.89631 0.45308 -0.13877
C 3.92593 1.37593 -0.48192
C 2.58677 1.06126 -0.29191
N 2.23384 -0.13118 0.22955
C 3.17006 -1.02267 0.56005
C 1.44352 1.92468 -0.62253
C 1.56739 3.20407 -1.15358
C 0.43162 3.94186 -1.44353
C -0.82708 3.40195 -1.20699
C -0.95305 2.12462 -0.68015
C 0.17649 1.36751 -0.37609
H 5.24254 -1.51950 0.67141
H 5.94298 0.68698 -0.28205
H 4.20030 2.33460 -0.89680
H 2.81300 -1.95321 0.98027
H 2.54318 3.63426 -1.34118
H 0.52640 4.93818 -1.85469
H -1.71263 3.98092 -1.43748
H -1.94078 1.71510 -0.50701
F -4.52636 -3.39368 -2.38836
C -3.27742 -2.92955 -2.21083
F -2.96341 -2.20837 -3.29816
F -2.45808 -3.99102 -2.18701
C -3.17047 -2.11485 -0.95266
C -4.25725 -1.92847 -0.11572
C -4.12128 -1.18355 1.04910
C -2.88679 -0.63757 1.34386
N -1.84903 -0.80362 0.52863
C -1.95610 -1.53106 -0.59640
S -0.38595 -1.55745 -1.36886
H -5.20851 -2.37238 -0.37466
H -4.95607 -1.03323 1.71685
H -2.70566 -0.05747 2.23982
O 2.15708 -1.01606 3.50989
Cl 0.76512 -0.93294 3.24708
O -0.01712 -1.06305 4.41745
O 0.37355 -1.94919 2.25154
O 0.46827 0.36056 2.56512
*
```

*Q*
Here is a molecular structure, C17H11ClF3N2O4RuS from OMol25. Energies are from wB97M-V/def2-TZVPD.

Summary:
HOMO energy (alpha / beta) in eV: -8.48 / -8.73
Frontier orbital gap (alpha / beta) in eV: 8.1 / 7.7
Expectation value of S²: 0.76
LUMO energy (alpha / beta) in eV: -0.425 / -1.070

Geometry as ORCA input:
```
! wB97M-V def2-TZVPD RIJCOSX def2/J DEFGRID3
* xyz 0 2
Ru -0.46730 -0.39691 0.42968
C -3.47240 -2.50232 -1.77672
C -3.50575 -1.83314 -2.99489
C -2.65853 -0.76528 -3.20894
C -1.78177 -0.38262 -2.19986
N -1.75099 -1.04840 -1.03100
C -2.58061 -2.07375 -0.81798
C -0.83901 0.72836 -2.21995
C -0.67094 1.62416 -3.27204
C 0.24169 2.65634 -3.14942
C 0.98502 2.79469 -1.98028
C 0.82597 1.90003 -0.93329
C -0.09105 0.86279 -1.04566
H -4.12698 -3.33596 -1.56987
H -4.19573 -2.14252 -3.76864
H -2.67333 -0.22273 -4.14305
H -2.51425 -2.54605 0.15363
H -1.25329 1.52621 -4.17995
H 0.37454 3.35858 -3.96141
H 1.69438 3.60737 -1.88921
H 1.40351 2.01577 -0.02486
F 4.68419 -1.63262 0.54251
C 4.16704 -2.11080 1.68576
F 5.18399 -2.24826 2.55349
F 3.69695 -3.34033 1.42553
C 3.09634 -1.20881 2.23166
C 3.27671 -0.51451 3.41437
C 2.28532 0.33828 3.88254
C 1.12605 0.47328 3.14475
N 0.95143 -0.20597 2.01108
C 1.90291 -1.02760 1.53175
S 1.39050 -1.65133 -0.02268
H 4.19777 -0.63974 3.96695
H 2.41072 0.89212 4.80070
H 0.31551 1.12398 3.43974
O -3.18609 2.32178 0.90382
Cl -2.33961 1.63253 1.81179
O -2.30019 0.18582 1.38817
O -2.82290 1.67999 3.14800
O -0.97982 2.10756 1.72377
*
```

Quick one: least stable of them? *Q*

*P*
Here is 2 unconnected molecules or ions with the total composition C2H8NOS from OMol25. Energies are from wB97M-V/def2-TZVPD.

Summary:
HOMO energy in eV: -15.32
Frontier orbital gap in eV: 11.0
LUMO energy in eV: -4.335

Geometry as ORCA input:
```
! wB97M-V def2-TZVPD RIJCOSX def2/J DEFGRID3
* xyz 1 1
C -1.64359 -0.86587 0.84866
C 1.88441 0.53249 -0.39711
N 0.46658 1.14932 -0.25608
O 2.80300 1.18539 -0.02353
S 1.95788 -1.03244 -1.22110
H -2.48181 -1.42606 0.45018
H -1.03633 -0.53569 -0.01836
H -2.12907 -0.23688 1.51245
H 0.39431 1.99732 -0.95986
H 0.38566 1.64862 0.61627
H -0.28063 0.32850 -0.23429
H -0.99662 -1.56846 1.46349
H 0.67621 -1.17625 -1.78074
*
```

*Q*
Here is a gas-phase ion, C2H8NOS (charge +1) from OMol25. Energies are from wB97M-V/def2-TZVPD.

Summary:
HOMO energy in eV: -13.77
SMILES: CO[C@@H]([NH3+])S
Frontier orbital gap in eV: 9.7
LUMO energy in eV: -4.112

Geometry as ORCA input:
```
! wB97M-V def2-TZVPD RIJCOSX def2/J DEFGRID3
* xyz 1 1
C 1.51060 -0.40703 0.92443
O 0.59306 0.55992 0.41749
C -0.52500 0.08397 -0.13028
N -1.27449 1.18950 -0.75739
S 0.00145 -1.29862 -1.80905
H 2.30480 0.14678 1.41515
H 1.92236 -0.97871 0.08788
H 1.02688 -1.08528 1.62996
H -1.15021 -0.57663 0.47191
H -1.84566 0.83774 -1.54061
H -0.58078 1.86734 -1.11421
H -1.87799 1.67345 -0.07261
H -0.40806 -2.39913 -1.19189
*
```

Quick one: least stable of them? *P*

*P*
Here is a single C9H13N3 molecule from OMol25. Energies are from wB97M-V/def2-TZVPD.

Summary:
HOMO energy (alpha / beta) in eV: -7.21 / -6.84
SMILES: CC1=c2[nH]nnc2=CCC1(C)C
Frontier orbital gap (alpha / beta) in eV: 7.4 / 7.0
LUMO energy (alpha / beta) in eV: 0.172 / 0.147

Geometry as ORCA input:
```
! wB97M-V def2-TZVPD RIJCOSX def2/J DEFGRID3
* xyz 0 1
C -0.42795 2.19271 -0.60054
C -0.31848 0.83345 -0.10579
C -1.25264 0.34138 1.09318
N -2.06420 0.89457 2.01543
N -2.56726 -0.08513 2.83462
N -2.26880 -1.21359 2.41672
C -1.31146 -1.09048 1.37337
C -0.57664 -2.06506 0.81400
C 0.43097 -1.69366 -0.20563
C 0.75662 -0.23092 -0.65561
C 2.14621 0.24367 -0.05975
C 0.67743 -0.26631 -2.14894
H -0.61121 2.99281 0.16194
H -1.26720 2.11431 -1.33000
H 0.47926 2.44686 -1.13836
H -1.93159 1.86107 2.43222
H -0.80607 -3.07294 1.20002
H 1.43389 -2.07035 0.23499
H 0.23579 -2.32856 -1.09398
H 2.94465 -0.48363 -0.20504
H 2.08598 0.21386 1.02250
H 2.35919 1.25483 -0.39217
H 0.60579 0.73897 -2.41968
H -0.27861 -0.74340 -2.63215
H 1.52632 -0.78446 -2.61135
*
```

*Q*
Here is a single C9H13N3 molecule from OMol25. Energies are from wB97M-V/def2-TZVPD.

Summary:
HOMO energy in eV: -7.93
SMILES: c1cncc(N2CCNCC2)c1
Frontier orbital gap in eV: 8.7
LUMO energy in eV: 0.757

Geometry as ORCA input:
```
! wB97M-V def2-TZVPD RIJCOSX def2/J DEFGRID3
* xyz 0 1
C -1.70984 -2.82633 0.94792
C -1.45492 -2.57719 2.28425
N -1.10981 -1.44403 2.88575
C -0.89235 -0.42997 2.07319
C -0.73614 -0.62428 0.65861
N -0.38188 0.48375 -0.07920
C -0.03169 0.21758 -1.62463
C 1.48463 0.38544 -1.71674
N 1.85321 1.71946 -1.38851
C 0.94666 2.42866 -0.48809
C 0.55892 1.39302 0.49480
C -1.15928 -1.76978 0.07657
H -2.21513 -3.74510 0.64721
H -1.78148 -3.35718 3.01361
H -0.58191 0.56192 2.55620
H -0.36334 1.06997 -2.18998
H -0.57488 -0.63880 -2.06471
H 1.72194 -0.36397 -1.05881
H 1.79956 0.24843 -2.70091
H 2.27143 2.26223 -2.23931
H 1.54586 3.28527 -0.19880
H 0.07545 2.66948 -1.04194
H 1.54639 0.87031 0.82844
H 0.22040 1.91952 1.36935
H -1.03182 -1.73840 -1.04429
*
```

Quick one: least stable of them? *P*